Entry 1:
The following is a DFT calculation (ωB97M-V/def2-TZVPD) of an isolated molecule of C6H6O2.

Values from the calculation:
energy relative to the best compared isomer or geometry (same formula, charge and spin) = 51.1 kcal per mole

The geometry in ORCA input format:
```
! wB97M-V def2-TZVPD RIJCOSX def2/J DEFGRID3
* xyz 0 1
C -0.98 -2.68 0.42
C -1.39 -1.55 0.46
C -1.74 -0.14 0.39
O -2.87 0.23 0.68
C -0.74 0.78 -0.20
C 0.57 0.68 0.09
C 1.62 1.15 -0.87
O 1.08 0.04 1.20
H -0.54 -3.65 0.32
H -1.11 1.36 -1.03
H 1.24 1.12 -1.90
H 1.97 2.15 -0.64
H 2.47 0.46 -0.84
H 0.41 0.04 1.92
*
```


Entry 2:
The following is a DFT calculation (ωB97M-V/def2-TZVPD) of an isolated molecule of C4H3NO2.

Values from the calculation:
energy relative to the best compared isomer or geometry (same formula, charge and spin) = 59.7 kcal per mole

The geometry in ORCA input format:
```
! wB97M-V def2-TZVPD RIJCOSX def2/J DEFGRID3
* xyz 0 1
O 3.38 -0.08 0.41
C 2.21 -0.14 0.34
C 0.89 -0.24 0.38
N 0.16 -1.25 -0.25
C -1.00 -0.75 -0.46
C -1.09 0.70 -0.02
O 0.09 0.83 0.77
H -1.79 -1.30 -0.96
H -1.05 1.37 -0.89
H -1.95 0.95 0.60
*
```


Entry 3:
The following is a DFT calculation (ωB97M-V/def2-TZVPD) of a structure of composition C17H23ClN6STc.

Values from the calculation:
<S²> = 1.071
calculated total energy = -52481.4721 eV

The geometry in ORCA input format:
```
! wB97M-V def2-TZVPD RIJCOSX def2/J DEFGRID3
* xyz 2 2
Tc -1.94 -1.48 0.85
S -1.41 -0.98 2.98
C 0.30 -1.09 2.74
N 1.03 -1.23 3.88
N 2.30 -1.16 3.96
C 3.30 -0.38 3.37
C 4.61 -0.80 3.65
C 5.68 -0.08 3.17
C 5.45 1.08 2.44
C 4.14 1.51 2.18
C 3.07 0.79 2.63
N 0.84 -1.15 1.52
N -0.03 -1.22 0.55
C 0.53 -1.23 -0.78
C 1.83 -0.83 -1.03
C 2.31 -0.86 -2.33
C 1.49 -1.27 -3.37
C 0.19 -1.68 -3.11
C -0.29 -1.67 -1.82
H 2.62 -1.72 4.75
H 4.78 -1.71 4.24
H 6.70 -0.41 3.37
H 6.29 1.67 2.09
H 3.98 2.44 1.64
H 2.06 1.15 2.48
H 2.47 -0.50 -0.22
H 3.33 -0.56 -2.53
H 1.87 -1.28 -4.39
H -0.44 -2.03 -3.92
H -1.28 -2.06 -1.62
Cl -2.62 -3.52 0.91
C -3.47 0.68 -3.26
C -3.55 1.19 -1.83
C -3.10 2.65 -1.74
C -4.95 1.02 -1.27
N -2.59 0.31 -1.07
N -2.67 0.43 0.36
H -4.10 1.30 -3.91
H -3.81 -0.35 -3.33
H -2.45 0.74 -3.65
H -3.72 3.28 -2.39
H -2.06 2.76 -2.08
H -3.18 3.05 -0.73
H -5.66 1.51 -1.94
H -5.09 1.50 -0.29
H -5.23 -0.03 -1.21
H -1.63 0.49 -1.34
H -3.65 0.47 0.61
H -2.25 1.26 0.77
*
```


Entry 4:
The following is a DFT calculation (ωB97M-V/def2-TZVPD) of the ion C6H12NO with charge +1.

Values from the calculation:
energy relative to the best compared isomer or geometry (same formula, charge and spin) = 70.2 kcal per mole

The geometry in ORCA input format:
```
! wB97M-V def2-TZVPD RIJCOSX def2/J DEFGRID3
* xyz 1 1
C 1.95 -1.00 0.11
C 0.92 -1.90 0.30
C -0.98 -0.54 -0.27
C -2.91 0.85 0.40
C 2.86 1.27 -0.26
C -2.43 -0.39 -0.29
N 1.75 0.32 -0.04
O -0.41 -1.68 0.11
H 3.01 -1.45 0.31
H 1.09 -2.90 0.58
H -0.28 -0.01 -0.95
H -4.05 0.75 0.59
H -2.76 1.81 -0.25
H -2.52 1.03 1.42
H 3.67 0.78 -0.79
H 2.50 2.21 -0.92
H 3.28 1.84 0.61
H -2.70 -0.34 -1.29
H -2.93 -1.30 0.17
H 0.92 0.66 0.45
*
```


Entry 5:
The following is a DFT calculation (ωB97M-V/def2-TZVPD) of a structure of composition C39H26Cl2IN7O8V.

Values from the calculation:
<S²> = 3.784
energy relative to the best compared isomer or geometry (same formula, charge and spin) = 35.7 kcal per mole

The geometry in ORCA input format:
```
! wB97M-V def2-TZVPD RIJCOSX def2/J DEFGRID3
* xyz -2 4
V 0.44 -0.13 0.17
Cl 4.18 3.52 -4.22
C 3.55 2.22 -3.27
C 2.92 2.52 -2.07
C 2.39 1.50 -1.29
N 1.74 1.64 -0.07
C 2.06 2.70 0.67
O 2.90 3.57 0.39
C 1.37 2.85 1.99
C 1.59 4.03 2.70
C 0.99 4.20 3.92
C 0.15 3.20 4.38
C -0.02 2.06 3.60
N 0.60 1.87 2.44
C 2.51 0.17 -1.75
C 3.16 -0.13 -2.95
C 3.67 0.92 -3.71
Cl 4.45 0.57 -5.22
N 1.97 -0.72 -0.88
C 2.46 -1.94 -0.63
O 3.27 -2.59 -1.30
C 1.99 -2.35 0.71
C 2.33 -3.57 1.28
C 1.95 -3.84 2.58
C 1.29 -2.83 3.29
C 1.01 -1.64 2.66
N 1.31 -1.39 1.39
H 2.86 3.55 -1.75
H 2.23 4.77 2.25
H 1.16 5.10 4.50
H -0.37 3.29 5.33
H -0.70 1.28 3.91
H 3.26 -1.15 -3.27
H 2.87 -4.29 0.68
H 2.16 -4.80 3.04
H 0.99 -2.99 4.31
H 0.51 -0.82 3.18
C -0.99 -4.31 -0.37
C -0.57 -3.61 -1.63
N -0.37 -4.33 -2.71
C 0.01 -3.71 -3.83
C 0.09 -2.35 -3.97
C 0.52 -1.75 -5.29
O -0.56 -1.60 -6.21
C -0.19 -1.53 -2.84
C -0.33 -0.13 -2.94
N -0.38 0.74 -1.97
C -0.33 2.07 -2.32
C 0.37 2.51 -3.46
C 0.47 3.84 -3.81
C -0.13 4.81 -3.02
C -0.83 4.42 -1.89
C -0.92 3.08 -1.55
I -2.09 2.56 0.13
C -0.38 -2.19 -1.58
O -0.39 -1.55 -0.49
H -1.03 -5.38 -0.54
H -1.98 -3.95 -0.08
H -0.31 -4.08 0.44
H 0.25 -4.36 -4.66
H 1.24 -2.41 -5.79
H 1.01 -0.77 -5.13
H -1.33 -1.31 -5.70
H -0.46 0.25 -3.96
H 0.89 1.77 -4.07
H 1.04 4.11 -4.69
H -0.06 5.85 -3.29
H -1.30 5.16 -1.27
O -2.74 -1.05 0.40
C -2.25 -0.63 1.45
O -1.10 -0.09 1.57
C -3.08 -0.71 2.72
C -4.47 -0.69 2.62
C -5.28 -0.74 3.73
C -4.69 -0.82 5.00
C -3.30 -0.84 5.12
C -2.51 -0.79 3.99
N -5.50 -0.90 6.15
O -4.95 -1.00 7.27
O -6.74 -0.88 6.02
H -4.90 -0.62 1.63
H -6.35 -0.73 3.67
H -2.87 -0.90 6.11
H -1.44 -0.82 4.08
*
```


Entry 6:
The following is a DFT calculation (ωB97M-V/def2-TZVPD) of a cluster of 3 separate species, C19H17BrF2O4 in total.

Values from the calculation:
calculated total energy = -103642.8710 eV

The geometry in ORCA input format:
```
! wB97M-V def2-TZVPD RIJCOSX def2/J DEFGRID3
* xyz 0 1
C 2.22 -4.58 -0.36
C 1.81 -4.17 -1.61
C 0.86 -3.05 -1.88
O 1.04 -1.82 -1.13
C -0.19 -1.39 -0.71
O -0.38 -0.51 0.05
O -1.14 -2.19 -1.30
C -0.47 -3.46 -1.23
C -1.23 -4.65 -1.74
C -2.60 -4.65 -1.07
O -2.74 -4.57 0.10
Br -4.15 -4.76 -2.22
H 1.89 -5.56 -0.02
H 2.86 -3.96 0.26
H 2.17 -4.68 -2.51
H 0.76 -2.83 -2.94
H -0.26 -3.60 -0.17
H -1.35 -4.67 -2.82
H -0.74 -5.57 -1.41
F 1.90 3.03 -4.82
C 1.52 2.97 -3.52
C 1.34 4.15 -2.82
C 0.94 4.08 -1.49
C 0.74 2.84 -0.89
C 0.93 1.68 -1.61
C 1.32 1.74 -2.94
H 1.51 5.10 -3.31
H 0.79 4.99 -0.93
H 0.44 2.79 0.15
H 0.78 0.72 -1.13
H 1.46 0.84 -3.53
F -1.11 4.57 6.30
C -1.06 3.77 5.21
C -1.75 4.14 4.08
C -1.69 3.32 2.96
C -0.95 2.15 3.00
C -0.26 1.80 4.15
C -0.31 2.62 5.27
H -2.33 5.05 4.07
H -2.22 3.59 2.06
H -0.90 1.51 2.12
H 0.32 0.88 4.18
H 0.23 2.37 6.17
*
```


Entry 7:
The following is a DFT calculation (ωB97M-V/def2-TZVPD) of an isolated molecule of C2H6I2NP.

Values from the calculation:
energy relative to the best compared isomer or geometry (same formula, charge and spin) = 36.4 kcal per mole

The geometry in ORCA input format:
```
! wB97M-V def2-TZVPD RIJCOSX def2/J DEFGRID3
* xyz 0 1
C -1.04 -0.43 -1.03
C -1.25 0.08 0.40
N 0.06 0.12 1.39
P 1.52 0.17 0.88
I 2.53 2.12 -0.29
I 2.49 -1.81 -0.27
H -0.55 0.35 -1.68
H -0.53 -1.48 -1.09
H -1.94 -0.48 -1.59
H -1.99 -0.33 0.93
H -1.44 1.20 0.36
H 2.14 0.46 1.98
*
```


Entry 8:
The following is a DFT calculation (ωB97M-V/def2-TZVPD) of a structure of composition C14H39CuN3O8P.

Values from the calculation:
<S²> = 0.768
energy relative to the best compared isomer or geometry (same formula, charge and spin) = 12.8 kcal per mole

The geometry in ORCA input format:
```
! wB97M-V def2-TZVPD RIJCOSX def2/J DEFGRID3
* xyz -1 2
Cu 1.07 -0.04 0.54
P 3.48 -0.77 1.84
O 3.10 -1.50 0.49
O 2.50 0.35 2.29
O 4.93 -0.57 1.49
O 3.64 -2.08 2.61
C -0.36 3.81 1.23
C 0.47 3.09 2.36
O 0.33 1.73 2.18
H -1.41 3.57 1.37
H -0.08 3.56 0.21
H -0.21 4.88 1.09
H 0.21 3.42 3.37
H 1.53 3.35 2.25
H 1.21 1.34 2.19
C 3.78 3.18 -2.32
C 2.37 2.92 -1.67
C 1.24 2.82 -2.77
O 1.00 4.17 -3.37
C -0.13 4.11 -4.26
N 2.46 1.74 -0.86
H 4.55 3.18 -1.55
H 3.85 4.13 -2.85
H 4.16 2.46 -3.05
H 2.08 3.76 -1.04
H 0.32 2.45 -2.31
H 1.57 2.03 -3.44
H -0.55 5.06 -4.59
H -0.97 3.65 -3.74
H 0.07 3.49 -5.13
H 2.81 1.12 -1.57
H 3.22 1.79 -0.20
C -2.40 0.34 -0.12
C -2.08 -0.96 -0.98
C -2.28 -0.93 -2.50
O -1.92 -2.23 -2.98
C -2.08 -2.29 -4.43
N -0.62 -1.16 -0.76
H -2.17 0.03 0.90
H -3.46 0.56 -0.16
H -1.71 1.16 -0.30
H -2.69 -1.82 -0.71
H -1.63 -0.18 -2.96
H -3.28 -0.59 -2.74
H -2.02 -3.36 -4.67
H -1.45 -1.65 -5.04
H -3.12 -1.98 -4.54
H -0.32 -1.77 -1.49
H -0.39 -1.65 0.09
C -0.31 -3.84 1.24
C -0.90 -2.77 2.20
C -1.10 -3.29 3.63
O -2.42 -3.75 3.75
C -2.61 -4.35 4.96
N -0.03 -1.64 2.19
H -0.41 -3.64 0.17
H -0.94 -4.72 1.39
H 0.69 -4.12 1.56
H -1.84 -2.28 1.93
H -0.95 -2.44 4.29
H -0.39 -4.07 3.90
H -2.52 -3.67 5.80
H -1.94 -5.18 5.17
H -3.54 -4.89 5.12
H -0.33 -1.14 3.02
H 0.95 -1.90 2.24
*
```


no.,largest force on an atom (eV/Å)
1,1.832
2,0.922
3,1.767
4,3.967
5,5.443
6,2.016
7,6.051
8,4.053